No. 1
This record from OMol25 describes a structure of composition C33H36N11O5V in a non-equilibrium geometry. The level of theory is ωB97M-V/def2-TZVPD.

Results
* LUMO (alpha / beta): -6.87 / -7.04 eV
* spin multiplicity: 3
* HOMO energy (alpha / beta): -13.04 / -13.04 eV
* maximum force: 2.03 eV Å⁻¹
* energy relative to the best compared isomer or geometry (same formula, charge and spin): 32.1 kcal per mole
* energy: -3201.281205 Ha
* total charge: +2
* gap between HOMO and LUMO (alpha / beta): 6.162 / 5.992 eV

XYZ file:
```
86
Properties=species:S:1:pos:R:3:forces:R:3:mulliken_spin:R:1
V 0.457901 0.180691 -0.351037 -0.96 -1.38 1.14 1.868
O 3.684820 -0.134726 -2.906769 0.09 -0.02 0.01 0.007
C 2.729549 0.206413 -2.099725 -0.05 0.36 -0.05 -0.015
O 1.979431 -0.581182 -1.519796 0.56 -0.22 -0.38 -0.015
C 2.499112 1.658093 -1.883587 0.05 -0.06 -0.05 0.061
C 3.155657 2.743941 -2.421328 -0.01 0.04 0.02 0.004
C 2.680993 4.012520 -2.069389 0.02 -0.03 -0.01 0.011
C 1.588209 4.142240 -1.224789 -0.03 0.04 0.04 -0.001
C 0.997868 2.987557 -0.725439 0.05 0.14 -0.04 0.047
N 1.466414 1.797633 -1.052518 0.24 0.44 -0.44 -0.060
C -0.204474 2.864884 0.198185 0.26 -0.53 -0.23 -0.004
O -0.842463 3.795374 0.579930 -0.13 0.25 0.12 0.017
O -0.399229 1.583443 0.487669 -0.08 1.99 -0.22 0.000
H 3.748553 -1.101399 -2.994373 0.03 -0.07 -0.03 0.000
H 3.997912 2.616174 -3.087303 0.00 -0.01 0.00 0.000
H 3.167544 4.894049 -2.465058 0.00 0.00 0.00 0.000
H 1.188203 5.107817 -0.943772 0.00 -0.01 0.00 0.000
C -1.685312 0.717971 2.543890 -0.07 -0.07 0.06 0.008
N -0.979940 -0.427407 1.937657 -0.04 -0.54 0.00 0.007
C -1.940355 -1.540584 1.913737 0.01 -0.03 0.04 0.008
C 0.161447 -0.828036 2.769067 -0.03 0.03 0.11 0.032
C 1.267266 0.196595 2.747023 0.07 0.01 0.02 0.002
N 2.013847 0.288586 1.458932 -0.19 -0.23 -0.14 -0.018
C 2.990217 -0.818796 1.374893 0.02 0.00 0.09 0.044
C 2.797261 1.538527 1.557645 0.01 0.03 -0.05 0.011
H -2.008049 0.474076 3.562796 0.02 -0.07 -0.02 -0.001
H -2.570285 0.946329 1.951604 0.04 0.03 0.00 0.000
H -1.072505 1.610680 2.567370 -0.08 -0.06 0.09 -0.002
H -2.323900 -1.747131 2.919033 -0.02 0.00 0.01 -0.001
H -1.476876 -2.453505 1.544191 0.05 0.01 -0.01 0.000
H -2.788841 -1.282359 1.280383 -0.01 0.00 -0.03 -0.001
H 0.520689 -1.804316 2.434483 0.00 -0.01 -0.08 -0.012
H -0.151334 -0.961088 3.814904 -0.01 -0.01 -0.02 0.001
H 1.985023 -0.010754 3.548644 -0.02 -0.03 -0.03 0.001
H 0.849744 1.181029 2.949907 0.01 -0.01 -0.01 -0.005
H 3.614625 -0.850984 2.272878 -0.01 0.02 0.00 0.002
H 3.645938 -0.677208 0.517931 -0.03 0.00 -0.03 0.002
H 2.488486 -1.776174 1.276174 -0.03 -0.01 0.07 -0.016
H 3.425326 1.516704 2.452953 -0.01 -0.02 0.00 0.001
H 2.128399 2.393638 1.638789 0.02 0.00 -0.02 -0.002
H 3.451312 1.656791 0.695259 -0.01 0.00 -0.02 0.002
C -2.204023 -4.659846 -1.743972 0.00 0.08 0.08 0.000
N -1.256815 -3.672109 -1.205362 0.05 0.00 -0.03 -0.001
C -1.354329 -2.351472 -1.153489 -0.17 0.07 0.14 0.041
N -0.242196 -1.840822 -0.627473 0.47 -0.14 -0.26 -0.067
C 0.527243 -2.951142 -0.414517 -0.01 -0.04 0.16 0.045
N -0.053788 -4.069607 -0.745921 -0.06 0.02 0.01 0.000
C -1.710936 -5.229667 -3.047949 0.01 -0.04 0.00 0.000
C -1.546942 -6.596291 -3.219075 0.01 -0.01 -0.02 -0.001
C -1.085235 -7.096181 -4.432721 -0.01 0.02 0.03 0.000
C -0.766390 -6.237033 -5.469857 -0.01 0.01 0.01 0.000
C -0.925776 -4.864429 -5.292948 0.04 0.00 -0.11 0.000
C -1.407099 -4.368896 -4.089845 0.00 0.02 0.01 0.000
C -0.568372 -3.921192 -6.352224 -0.09 -0.03 0.19 0.000
N -0.023645 -4.118840 -7.496198 0.09 0.31 -0.22 0.000
N 0.135031 -2.850238 -8.077984 -0.02 -0.39 0.08 0.000
C -0.332295 -2.010318 -7.231342 -0.05 0.17 0.11 0.000
O -0.799154 -2.605099 -6.102735 0.03 -0.04 -0.08 0.000
C -0.394200 -0.549083 -7.273042 0.04 -0.08 -0.06 0.000
C 0.245937 0.172344 -8.277454 -0.01 0.01 0.02 0.000
C 0.205654 1.556274 -8.246748 -0.01 0.00 0.01 0.000
C -0.449198 2.221595 -7.215183 0.03 -0.02 -0.01 0.000
C -1.099621 1.500755 -6.221405 0.01 0.05 -0.02 0.000
C -1.862494 2.215136 -5.136491 -0.01 -0.02 0.11 -0.001
N -1.666029 1.594910 -3.812620 -0.14 -0.01 0.02 0.000
C -0.598576 0.994265 -3.307747 0.09 -0.14 0.00 0.027
N -0.847956 0.607028 -2.056732 -0.12 0.24 0.09 -0.055
C -2.137226 1.027815 -1.859467 0.05 0.00 0.06 0.039
N -2.658865 1.620217 -2.897908 0.04 -0.01 -0.11 -0.001
C -1.081595 0.115120 -6.266444 -0.03 -0.01 0.01 0.000
H -3.156100 -4.139079 -1.853380 -0.01 -0.03 -0.03 0.000
H -2.319553 -5.433269 -0.988028 -0.01 -0.01 -0.01 0.000
H -2.231313 -1.805660 -1.460180 0.03 0.01 -0.04 0.003
H 1.521026 -2.925339 -0.003863 0.00 -0.01 -0.06 -0.004
H -1.776711 -7.276593 -2.408331 0.00 0.00 0.00 0.000
H -0.965813 -8.162951 -4.562503 0.00 0.00 0.00 0.000
H -0.394508 -6.613608 -6.413224 0.00 0.00 0.00 0.000
H -1.536469 -3.299548 -3.971116 0.00 0.00 0.01 0.000
H 0.768491 -0.355339 -9.064023 0.00 0.00 0.00 0.000
H 0.695201 2.124883 -9.025547 0.00 0.00 0.00 0.000
H -0.463467 3.304858 -7.198348 0.00 0.00 0.00 0.000
H -2.938863 2.188128 -5.300154 0.00 -0.01 -0.02 0.000
H -1.560560 3.259448 -5.065565 -0.02 0.01 -0.02 0.000
H 0.303048 0.830713 -3.875479 0.02 0.01 0.04 0.001
H -2.670622 0.906449 -0.929998 0.02 0.01 0.00 -0.005
H -1.609467 -0.464882 -5.520284 0.00 0.01 0.01 0.000
```
Positions in Å, forces in eV/Å.


No. 2
This record from OMol25 describes a structure of composition C33H36N13NaO. The level of theory is ωB97M-V/def2-TZVPD.

Results
* LUMO: 0.24 eV
* HOMO energy: -5.87 eV
* maximum force: 0.41 eV Å⁻¹
* energy relative to the best compared isomer or geometry (same formula, charge and spin): 10.3 kcal per mole
* energy: -2228.645648 Ha
* total charge: 0
* gap between HOMO and LUMO: 6.114 eV

XYZ file:
```
84
Properties=species:S:1:pos:R:3:forces:R:3:mulliken_charge:R:1
Na -0.661419 0.229770 0.254097 -0.11 0.31 0.00 1.144
C 4.069309 -0.829614 2.844275 -0.04 0.00 -0.03 -1.323
C 2.677466 -0.612858 2.899050 0.03 -0.01 0.03 0.114
N 1.824542 -1.099394 2.035810 -0.02 -0.05 -0.03 0.154
C 2.284225 -1.866255 1.011520 -0.03 0.06 0.03 -0.187
C 3.665721 -2.175229 0.889339 0.05 0.00 -0.03 1.369
C 4.551223 -1.616954 1.842608 -0.02 0.00 0.01 -0.821
C 4.138413 -3.002487 -0.154594 -0.05 0.03 0.04 -1.089
C 3.226474 -3.482485 -1.060462 -0.01 -0.02 -0.04 -0.853
C 1.866536 -3.176549 -0.973547 -0.06 -0.03 -0.01 -0.432
C 1.324517 -2.374976 0.041780 0.07 0.13 0.00 -0.151
N 0.023754 -1.995625 0.108397 0.13 -0.39 -0.01 0.145
C -0.927473 -2.850596 -0.403034 -0.03 0.11 0.00 -0.613
C -0.913085 -4.228453 -0.221049 0.01 -0.03 0.01 -0.022
C -1.946622 -5.064583 -0.669691 0.03 0.00 0.02 -0.846
C -3.040234 -4.561514 -1.317514 -0.01 0.08 -0.01 -0.986
C -3.115539 -3.166713 -1.535180 -0.04 -0.08 -0.01 1.626
C -4.216421 -2.578064 -2.199883 0.03 0.00 0.01 -0.783
C -4.249401 -1.231082 -2.402429 0.04 0.00 0.03 -1.113
C -3.165394 -0.462828 -1.930293 -0.02 0.03 -0.06 -0.043
N -2.130095 -0.965933 -1.311675 0.04 -0.04 0.11 -0.064
C -2.076756 -2.310757 -1.093758 -0.02 0.08 0.02 -0.368
H 4.716906 -0.386397 3.589174 0.01 -0.01 -0.01 0.411
H 2.271700 -0.008063 3.708790 -0.02 -0.02 -0.02 0.382
H 5.610592 -1.833824 1.757901 0.00 0.01 0.01 0.437
H 5.193136 -3.242099 -0.212878 -0.01 -0.01 -0.02 0.370
H 3.557326 -4.111057 -1.880344 0.02 0.00 0.02 0.377
H 1.199444 -3.568906 -1.730105 -0.01 0.01 0.01 0.541
H -0.072990 -4.673011 0.298202 0.01 0.03 0.00 0.574
H -1.867508 -6.129240 -0.482773 -0.02 0.00 -0.01 0.370
H -3.847008 -5.195861 -1.663405 0.02 -0.02 0.01 0.376
H -5.021707 -3.219988 -2.539062 -0.01 0.02 -0.01 0.397
H -5.075856 -0.746515 -2.904979 0.00 -0.01 0.00 0.424
H -3.169326 0.613778 -2.078487 0.02 -0.03 0.01 0.364
N -0.264362 1.258342 2.450222 0.06 -0.09 -0.07 -0.098
C -0.871729 0.885385 3.723988 -0.03 0.06 -0.02 -0.879
C -0.803340 -0.614018 3.972796 -0.02 -0.05 0.04 -0.492
N -1.418383 -1.383121 2.888397 0.06 0.02 -0.09 -0.512
H 0.728204 1.050629 2.416620 -0.04 -0.01 0.02 -0.030
H -0.391048 2.241893 2.248380 -0.01 0.01 0.04 0.215
H -1.919838 1.189262 3.687765 0.01 0.00 0.01 0.372
H -0.420694 1.392817 4.587134 0.03 0.00 0.01 0.381
H -1.351204 -0.812490 4.897730 -0.02 -0.02 0.00 0.484
H 0.232989 -0.918652 4.148279 0.04 0.04 -0.03 0.303
H -0.805408 -1.383174 2.069040 0.12 -0.09 0.10 -0.078
H -1.459932 -2.360529 3.155981 -0.09 0.00 0.01 0.228
N -3.955688 -0.003339 2.461867 -0.11 -0.04 0.04 -0.115
C -4.107134 1.148762 1.809361 -0.01 0.09 -0.03 0.256
N -5.169994 1.902968 2.128284 -0.01 -0.01 -0.03 -0.799
C -5.286846 3.023603 1.428027 0.02 -0.01 0.01 0.392
N -6.328854 3.831929 1.715560 0.02 0.00 -0.02 -0.356
N -4.457998 3.430807 0.451675 0.03 -0.03 -0.04 -0.766
C -3.441759 2.602713 0.233620 -0.01 0.00 -0.02 0.144
N -3.188398 1.471837 0.868650 -0.03 0.00 0.07 0.223
C -2.520485 2.971203 -0.891582 0.03 -0.09 0.10 0.494
C -2.925004 3.894770 -1.847877 0.03 0.01 0.01 -0.905
C -2.088557 4.145778 -2.922829 -0.03 0.01 0.00 -0.509
C -0.881242 3.473433 -2.999692 0.06 -0.05 0.02 -0.865
C -0.555111 2.583747 -1.986137 -0.06 0.08 0.03 -0.034
N -1.350683 2.332688 -0.949305 0.06 0.01 -0.18 0.262
H -4.628562 -0.201544 3.181165 -0.01 0.01 0.01 0.251
H -3.081797 -0.541402 2.436138 0.07 -0.04 -0.04 0.212
H -6.969117 3.571034 2.441021 0.00 -0.01 0.00 0.239
H -6.436084 4.690398 1.210208 0.00 0.00 0.00 0.231
H -3.880854 4.382720 -1.733347 -0.01 0.01 -0.01 0.489
H -2.378868 4.849627 -3.692342 -0.01 0.00 0.01 0.418
H -0.197437 3.623433 -3.824124 -0.02 0.02 -0.01 0.441
H 0.384411 2.044475 -2.001656 -0.01 0.00 0.00 0.396
N 1.763106 1.100881 -0.096785 0.03 0.18 0.02 -0.358
C 2.774147 1.231665 -0.640827 -0.18 -0.03 -0.22 0.166
N 3.924134 1.339208 -1.294101 0.07 -0.19 0.12 0.118
C 4.247052 2.601517 -1.961424 -0.01 -0.01 0.05 -0.496
C 5.743138 2.624243 -2.213144 0.02 -0.01 -0.02 -0.650
O 6.153320 1.492214 -2.955283 0.00 -0.01 0.00 -0.387
C 5.872441 0.287303 -2.256067 0.05 0.04 0.00 -0.802
C 4.387925 0.139246 -2.014537 -0.14 0.05 -0.01 0.569
H 3.953130 3.429035 -1.317076 0.00 0.01 0.00 0.440
H 3.708554 2.680834 -2.912941 -0.01 -0.01 -0.01 0.290
H 6.275378 2.658395 -1.254391 0.00 -0.01 0.02 0.344
H 6.014719 3.501901 -2.797412 0.00 0.00 -0.01 0.352
H 6.409485 0.279634 -1.299666 -0.01 0.00 0.02 0.384
H 6.242158 -0.528864 -2.873388 -0.01 -0.01 -0.01 0.368
H 4.158301 -0.744758 -1.420593 0.07 -0.01 0.05 -0.462
H 3.859368 0.055924 -2.971186 0.01 0.03 -0.02 0.249
```
Positions in Å, forces in eV/Å.